No. 1
Molecular formula: C16H18I4N2O2Zr
Method: DFT, the ωB97M-V functional and the def2-TZVPD basis

Results
- Net charge: +2
- Relative energy (zero: lowest compared OMol25 entry of this formula, charge and spin): 20.2 kJ/mol
- Orbital gap: 0.253 Eh
- F_max: 0.450 eV/Å
- HOMO level: -14.2 eV

The geometry in XYZ format:
```
43
Properties=species:S:1:pos:R:3:forces:R:3
C -0.53201 -1.32314 3.51918 0.007 0.003 -0.009
C -2.66763 0.31801 -1.72570 0.133 -0.189 -0.060
H 0.88759 2.15178 1.99670 0.009 -0.012 0.001
H 0.18455 3.25792 -1.63113 0.005 0.006 0.002
I 1.40928 -1.19764 -4.07189 -0.015 0.009 -0.102
H -4.63464 -0.12870 -0.97716 -0.005 0.001 0.002
I -0.41738 -0.34875 -5.80275 0.046 -0.037 0.075
H -2.88019 3.55800 0.32319 -0.004 0.002 0.000
C -2.83514 2.67426 -0.30154 0.052 -0.021 -0.031
H 3.58451 -1.85069 -2.58265 -0.016 -0.006 0.003
H 3.83089 -1.23223 1.07659 0.002 -0.005 0.000
C 2.61538 -1.59220 -0.63980 -0.027 0.019 -0.014
C -0.76098 -2.28311 2.53895 -0.012 0.010 0.018
I -5.69069 2.30440 0.61684 -0.037 0.016 0.021
Zr 0.38770 -0.19211 -1.25211 -0.161 0.038 -0.419
H -0.60159 -1.58207 4.56741 -0.001 0.001 -0.001
C 3.76131 -2.03920 -1.52489 0.019 0.019 0.002
H -1.01825 -3.30086 2.79404 0.000 -0.002 -0.009
N 0.47652 1.85755 -0.07035 0.039 0.043 -0.018
H 1.46515 2.09928 -0.12489 -0.003 0.027 0.015
N -0.32992 -0.65284 0.84501 -0.016 -0.034 -0.015
C -3.83321 0.59489 -1.02845 0.042 0.115 0.032
C -0.21382 -0.03151 3.13931 -0.026 -0.016 0.002
H -0.80235 2.25800 1.55010 0.003 0.000 0.006
C -0.64526 -1.91163 1.22165 0.018 -0.009 0.028
C 0.12046 1.70398 1.36479 -0.008 -0.009 -0.010
C 2.92704 -1.78961 0.83012 0.007 0.011 0.019
O -0.49623 1.01711 -2.53751 0.027 -0.119 0.148
C -0.32647 2.96821 -0.71561 0.071 -0.025 0.018
H 4.65763 -1.48729 -1.24237 0.006 -0.015 0.000
H -0.37491 3.82752 -0.04752 -0.012 0.005 -0.004
H 3.10554 -2.84365 1.04119 0.012 0.000 0.001
H 3.94608 -3.10441 -1.39222 0.019 0.003 0.001
O 2.27397 -0.21686 -0.90231 0.065 -0.044 0.095
C -1.67454 2.37066 -0.98669 -0.068 0.023 0.010
H 2.12253 -1.43808 1.47585 -0.007 -0.012 -0.009
C -3.93873 1.81893 -0.37565 -0.033 -0.056 -0.018
I -2.19049 -1.64085 -2.33377 -0.066 0.061 -0.011
C -0.13019 0.28138 1.79226 0.005 0.038 0.023
H 1.71090 -2.22523 -0.91337 0.026 0.032 0.092
H -0.80434 -2.63113 0.42784 0.005 0.007 -0.015
C -1.63153 1.24503 -1.82066 -0.102 0.117 0.133
H -0.03653 0.73691 3.88001 0.000 0.003 -0.004
```
Forces are in eV/Å.

***

No. 2
Molecular formula: C16H18IKN8O8S2Se
Method: DFT, the ωB97M-V functional and the def2-TZVPD basis

Results
- Net charge: -2
- Relative energy (zero: lowest compared OMol25 entry of this formula, charge and spin): 174.6 kJ/mol
- Orbital gap: 0.233 Eh
- F_max: 0.864 eV/Å
- HOMO level: -2.6 eV

The geometry in XYZ format:
```
55
Properties=species:S:1:pos:R:3:forces:R:3
C -0.99559 -5.41652 -1.90133 -0.042 -0.140 0.080
S -2.18443 -4.65764 0.41640 -0.047 -0.060 0.039
C -2.57951 -0.68772 1.25979 0.254 -0.149 -0.230
N 2.71432 1.43296 1.96503 0.044 0.017 0.084
H 2.01668 2.14685 2.18736 -0.012 0.007 -0.052
N 1.40813 -0.81175 -2.28999 -0.006 -0.040 0.002
C -4.07071 0.80654 2.62527 0.000 -0.024 -0.013
C -4.98972 0.99870 3.66050 -0.003 0.042 -0.004
N 3.73655 1.93331 1.12050 -0.082 -0.088 -0.056
O 2.73691 3.61296 -2.45222 -0.087 -0.069 -0.003
H -1.89700 -5.29813 -2.50504 0.004 0.045 -0.008
H 1.49251 0.02097 -5.53773 0.011 0.005 -0.008
C -4.85536 -1.33517 4.23659 -0.010 0.043 -0.001
O 1.29551 6.10089 1.45621 0.016 0.234 0.153
H 2.25894 0.67675 1.47143 -0.013 0.025 -0.024
H 2.99916 -0.94763 -0.99616 -0.001 -0.009 -0.009
H 4.42406 2.39103 1.70313 -0.002 0.024 0.005
H -0.44129 -6.28304 -0.01133 -0.004 0.020 0.038
C -5.37631 -0.06156 4.45714 0.018 -0.036 -0.008
S -0.17988 -3.82514 -1.66234 -0.089 0.079 0.142
C 3.35998 2.83461 0.05833 0.029 0.302 0.051
C -3.54620 -0.47421 2.38562 -0.067 0.031 0.043
C 3.23348 -0.16626 -4.26938 -0.033 0.003 0.003
N 4.57817 3.26220 -0.56919 0.080 -0.104 0.075
C 2.71251 -0.75551 -2.02297 -0.068 0.054 -0.044
C -1.34893 -5.96337 -0.52535 0.017 -0.003 -0.083
K -0.22899 1.80492 -0.42021 -0.531 -0.589 0.342
H -5.37212 2.00010 3.81657 -0.010 -0.018 0.017
N -2.35403 -1.95710 0.97787 0.053 0.107 0.012
H -6.08472 0.10678 5.26095 -0.001 -0.009 0.005
H -2.02948 -6.81420 -0.59847 -0.002 0.010 0.000
I -1.04948 -0.39663 -3.80483 -0.065 -0.091 -0.068
H -0.30452 -6.08055 -2.42292 0.018 0.035 -0.022
H -3.00877 1.50357 1.26305 -0.005 0.019 0.064
H 3.94326 0.10878 -5.03977 0.000 0.001 -0.007
O -3.72347 1.86020 1.87403 0.044 -0.031 -0.063
O 0.26864 4.26941 -0.28252 -0.162 0.455 -0.231
O 1.14310 2.14193 -2.50483 0.390 0.188 -0.467
C -3.95048 -1.52594 3.20511 0.007 0.005 -0.013
C -1.30506 -3.32412 -0.37776 0.226 0.138 -0.227
O -2.07292 0.32334 0.67810 -0.417 0.111 0.286
Se 1.12616 4.55831 1.05536 0.213 -0.350 -0.329
H -5.15019 -2.16673 4.86489 -0.007 0.001 0.002
O 2.78582 4.11628 0.65825 0.229 -0.129 0.075
N 2.12044 2.67200 -1.91718 -0.018 0.062 0.103
C 3.66106 -0.42676 -2.97685 0.023 -0.005 0.026
H 5.10057 3.80224 0.11145 -0.018 0.060 -0.021
N -1.45939 -2.11143 -0.06403 -0.065 -0.236 -0.017
N 2.40862 2.15983 -0.75233 0.046 0.093 0.054
H 4.31665 3.86774 -1.33810 -0.025 0.001 -0.024
O 0.64011 3.56481 2.24163 0.113 -0.087 0.164
H 4.70227 -0.34650 -2.69607 -0.004 0.010 -0.013
C 1.88059 -0.21765 -4.55883 -0.010 -0.001 0.022
H -3.52938 -2.50227 2.99937 -0.024 0.031 0.017
C 1.02370 -0.52449 -3.51221 0.093 0.010 0.143
```
Forces are in eV/Å.

***

No. 3
Molecular formula: C16H18INPtSbSe5Si
Method: DFT, the ωB97M-V functional and the def2-TZVPD basis

Results
- Net charge: -1
- Relative energy (zero: lowest compared OMol25 entry of this formula, charge and spin): 0.0 kJ/mol
- Orbital gap (alpha / beta): 0.225 / 0.197 Eh
- F_max: 0.803 eV/Å
- HOMO level (alpha / beta): -4.4 / -4.8 eV
- Spin multiplicity: 5

The geometry in XYZ format:
```
44
Properties=species:S:1:pos:R:3:forces:R:3
H 3.05969 6.24961 1.79253 -0.011 -0.023 0.002
H -3.48844 -3.65299 1.11533 0.009 0.015 -0.003
H 3.47899 4.78411 0.89205 0.010 0.011 0.015
Se 4.09184 -0.35985 1.01800 -0.034 0.048 -0.052
Se 0.77686 -0.12134 -1.40842 0.056 0.033 -0.165
C 0.56889 3.23105 0.93979 0.104 0.073 -0.156
C 0.30576 1.62813 5.93524 0.008 0.006 0.027
H -1.10445 5.50296 2.36723 0.019 0.003 0.004
H 0.16876 5.11316 3.52412 -0.009 0.010 -0.021
Sb 3.18978 1.25662 -0.62544 0.148 -0.056 -0.083
H -1.58374 2.05823 6.86139 0.001 -0.002 -0.006
C -0.04585 5.64750 2.59511 0.017 -0.007 -0.043
H 2.01568 1.12445 4.73203 -0.011 0.009 0.003
N -2.29273 -1.02268 -0.59220 -0.244 0.217 0.734
C 0.08931 2.14348 0.67309 0.090 -0.115 0.251
H 1.06142 6.95061 -0.32052 -0.018 -0.020 -0.006
Se -2.29805 0.66477 2.13150 -0.167 0.035 0.128
Se 4.82934 3.15734 -1.04309 0.016 -0.102 -0.047
H 0.70576 0.61796 2.72875 0.003 -0.005 -0.033
C -1.82026 1.46118 4.81792 0.033 0.029 -0.001
C 2.82293 5.18887 1.66550 -0.023 -0.036 -0.015
H 3.05374 4.67366 2.60066 -0.020 -0.008 -0.014
C -1.07745 1.74195 5.95685 -0.014 -0.012 -0.030
H -1.37043 -2.57135 0.39015 0.015 0.067 0.061
C 0.19788 0.93576 3.62724 0.003 -0.052 0.129
C 0.93722 1.22294 4.76706 -0.050 -0.020 -0.062
C -3.45332 -0.46922 -0.94814 0.152 0.069 -0.214
Pt -0.83251 0.52102 0.20470 0.170 -0.003 -0.601
C 0.66682 5.93215 -0.37787 0.026 -0.031 0.010
H 1.12949 5.43091 -1.23116 0.020 0.033 0.020
I -3.36614 1.26189 -2.12703 -0.037 -0.127 0.124
H 0.13050 6.71440 2.76087 0.004 -0.023 0.002
H -5.59236 -0.48143 -0.88230 0.003 -0.002 -0.005
H 0.88702 1.85191 6.82173 -0.010 0.000 -0.014
Se 4.91779 0.11208 -2.07483 -0.290 0.167 0.234
H -0.40821 5.98901 -0.56369 0.014 -0.020 0.008
Si 1.02375 4.98067 1.20085 -0.086 -0.013 0.132
C -4.68429 -0.98280 -0.58348 -0.006 -0.118 -0.056
C -4.70592 -2.14140 0.17804 -0.057 0.055 -0.028
C -2.33267 -2.15288 0.12656 0.079 -0.066 -0.138
C -1.18906 1.05864 3.64244 0.039 0.084 -0.022
C -3.51323 -2.74859 0.52444 0.035 -0.117 -0.069
H -2.89894 1.56458 4.83621 0.008 0.006 -0.003
H -5.65194 -2.56092 0.49574 0.006 0.007 0.004
```
Forces are in eV/Å.

***

No. 4
Molecular formula: C16H18N2O6S
Method: DFT, the ωB97M-V functional and the def2-TZVPD basis

Results
- Relative energy (zero: lowest compared OMol25 entry of this formula, charge and spin): 11.6 kJ/mol
- Orbital gap: 0.328 Eh
- F_max: 1.230 eV/Å
- HOMO level: -8.7 eV

The geometry in XYZ format:
```
43
Properties=species:S:1:pos:R:3:forces:R:3
N 0.55715 1.51355 -1.79314 -0.055 0.328 -0.698
H 2.53481 2.20128 2.04718 0.037 -0.031 -0.007
H -2.59655 -1.39164 1.56025 -0.031 -0.042 0.083
H 0.75072 3.77173 0.11625 -0.096 0.104 -0.094
O 2.69288 2.14515 -1.95853 0.094 0.071 0.012
H -5.96850 -2.35685 -0.90942 -0.019 0.158 0.084
O 4.78470 -2.32576 -1.27841 -0.594 0.017 -0.334
H -3.30214 0.19249 1.83086 -0.036 -0.023 0.086
C -5.98269 -1.53984 -0.17928 -0.518 -0.193 -0.139
C 5.66342 -1.02779 0.30961 -0.833 0.004 -0.462
O 3.25780 0.50194 0.25800 0.282 0.082 0.042
H -6.64607 -0.75627 -0.56268 0.107 -0.142 0.018
O -4.67441 -0.56802 -2.26209 0.007 0.002 -0.021
C 6.59099 -2.03577 -0.01175 -0.093 -0.437 -0.411
C -2.00301 0.08341 0.15258 -0.802 -0.229 -0.670
H 3.07772 3.10224 0.62537 0.059 -0.040 0.032
O 2.41597 -0.77338 -1.38370 0.182 -0.148 0.135
C -2.39388 -0.32333 1.52720 -0.020 -0.028 0.119
O -4.66268 -1.00756 -0.05709 0.195 0.038 0.186
C 2.05575 1.27569 0.18615 -0.134 0.031 0.181
H 1.11838 4.19751 1.78670 -0.036 0.101 0.013
C -0.56381 0.93502 -1.28070 -1.091 -0.374 -0.428
N -0.78314 0.63398 -0.04108 0.635 0.253 0.301
H 1.21505 0.67520 0.54833 0.355 0.171 -0.064
C 2.25203 2.52507 1.04471 -0.004 -0.257 -0.190
H -1.58658 -0.08283 2.21266 0.021 0.003 0.043
H 5.76958 -0.24024 1.02606 -0.031 0.190 0.134
H 7.56221 -2.18187 0.41394 0.205 -0.087 0.041
H -6.42933 -1.20097 1.89566 -0.046 0.053 0.110
H 6.33553 -3.65706 -1.51854 -0.073 -0.100 -0.125
H 0.51585 1.72954 -2.78420 0.154 0.037 0.220
C 4.56944 -1.24802 -0.49550 0.714 0.475 0.783
C 5.99617 -2.79154 -0.98337 0.776 0.100 0.525
H 0.14259 2.76662 1.43090 -0.122 0.010 0.034
C -4.11339 -0.54991 -1.19216 -0.089 -0.004 -0.088
C -6.42844 -2.02474 1.18694 0.302 0.196 -0.302
C 1.82610 1.66722 -1.27031 0.060 0.050 0.204
C -2.76723 -0.03135 -0.98633 0.423 0.160 0.168
S -1.89410 0.57532 -2.36358 0.328 -0.004 0.549
C 3.31123 -0.51569 -0.61352 -0.272 -0.247 -0.219
C 0.98491 3.36755 1.09803 0.142 -0.100 0.062
H -5.75353 -2.79508 1.55015 0.021 -0.103 0.074
H -7.43150 -2.43501 1.11784 -0.102 -0.045 0.014
```
Forces are in eV/Å.

***

No. 5
Molecular formula: C16H18N4O2Zr
Method: DFT, the ωB97M-V functional and the def2-TZVPD basis

Results
- Net charge: +4
- Relative energy (zero: lowest compared OMol25 entry of this formula, charge and spin): 0.0 kJ/mol
- Orbital gap: 0.129 Eh
- F_max: 5.392 eV/Å
- HOMO level: -19.5 eV

The geometry in XYZ format:
```
41
Properties=species:S:1:pos:R:3:forces:R:3
H -0.42866 0.83714 7.59544 0.242 -0.465 -0.202
H 2.63273 -0.08678 1.64758 -0.112 -0.057 0.442
C 0.79032 -1.16147 1.37945 -0.637 -0.756 -0.545
N 1.60948 -0.76528 -1.71475 3.255 -0.568 -0.048
N -2.20321 -1.09243 -1.64962 -3.384 -1.693 -0.372
C 0.76104 2.85339 -1.80072 -1.772 -0.965 -0.571
H -3.93027 -1.60325 -4.11254 0.187 0.066 0.391
H -1.17540 -1.93831 0.87606 0.035 -0.072 -0.068
C 2.71846 -1.14186 -1.78498 -1.827 -0.661 -0.575
C 0.80091 0.38072 5.94036 0.885 0.415 -0.954
H 0.43960 -0.75570 7.68260 -0.245 0.435 -0.251
C -0.55786 -1.04947 0.95333 0.616 -0.335 0.087
O -2.92214 1.03806 -3.85445 3.855 0.937 3.168
C -0.09028 -0.04519 7.02265 -0.158 -0.082 0.185
O -0.93830 -2.95709 -3.83140 2.547 1.996 2.517
H 1.93742 4.58679 -1.83776 -0.076 0.033 -0.058
H -4.05216 -3.11836 -3.15357 -0.245 0.020 0.029
H 1.52709 2.17326 1.63646 0.081 -0.409 0.325
C -0.34120 -2.30142 -3.10422 -2.626 -2.021 -2.905
C 3.91413 -1.90298 -2.00155 0.495 0.431 0.385
H -2.26911 0.25765 0.86343 0.228 0.191 -0.036
H -5.08819 -1.69378 -2.74738 -0.273 -0.249 -0.150
H 0.60739 4.52120 -3.03440 0.002 -0.134 -0.037
H -0.95184 2.28247 1.53988 0.191 -0.025 -0.076
C 0.90106 4.26681 -2.00935 0.794 0.137 0.395
H 3.77328 -2.56121 -2.86490 -0.134 0.030 -0.060
H 0.25233 4.79386 -1.29565 0.006 -0.086 -0.014
C -3.15070 -1.56549 -2.15956 2.134 1.138 -0.318
C -0.42689 1.34214 1.38357 -0.802 -0.155 -1.095
C -1.17979 0.22184 0.93613 0.252 0.374 0.354
Zr -0.36089 -0.17606 -1.60476 0.279 0.208 2.800
N 0.35836 1.75338 -1.73350 1.601 2.834 -0.052
H 1.23765 -2.14289 1.58089 -0.233 0.320 -0.289
H 4.12002 -2.50619 -1.10667 -0.022 0.025 -0.016
C 1.55366 -0.01689 1.54943 0.530 1.010 -0.266
H -0.97552 -0.55224 6.60116 0.398 0.228 0.182
N 1.51580 0.72089 5.08845 -1.222 -0.580 0.775
C -4.10409 -2.02115 -3.10345 -0.823 -0.446 0.309
C 0.96100 1.24774 1.52266 -0.157 -0.107 0.178
H 4.77335 -1.25068 -2.18043 0.069 0.050 -0.019
C -2.03856 1.12879 -3.11389 -3.935 -1.011 -3.545
```
Forces are in eV/Å.